#i
C7H13NO2 | ωB97M-V with the def2-TZVPD basis set

## Properties
frontier orbital gap = 9.985 eV
SMILES string = C[C@@H](O)C#N.C=C(C)CO

Geometry as ORCA input:
```
! RIJCOSX wB97M-V def2-TZVPD def2/J DEFGRID3
* xyz 0 1
C 0.07 0.08 -2.16
C -0.60 1.28 -2.84
O 0.77 0.50 -1.02
C -0.95 -0.93 -1.82
N -1.72 -1.71 -1.49
H 0.78 -0.24 -0.13
H 0.76 -0.40 -2.87
H 0.18 1.99 -3.12
H -1.14 0.97 -3.73
H -1.28 1.77 -2.14
C -0.90 0.44 1.46
C 1.56 -0.08 2.27
C 0.40 -0.62 1.48
C 0.08 -1.92 1.47
O -0.53 1.65 0.94
H -0.06 1.46 0.06
H -1.67 -0.07 0.87
H -1.22 0.57 2.50
H 1.34 -0.07 3.34
H 1.77 0.94 1.96
H 2.45 -0.67 2.09
H 0.72 -2.67 1.93
H -0.80 -2.28 0.96
*
```


#ii
C7H13NO2 | ωB97M-V with the def2-TZVPD basis set

## Properties
frontier orbital gap = 6.562 eV

Geometry as ORCA input:
```
! RIJCOSX wB97M-V def2-TZVPD def2/J DEFGRID3
* xyz 0 1
C -1.54 -0.90 1.53
N -0.89 -1.12 0.22
C 0.55 -1.54 0.22
O 1.03 -1.63 1.48
O 1.00 -2.14 -0.73
H 1.93 -1.96 1.39
H -1.43 -1.79 -0.33
H -1.00 -0.13 2.07
H -2.56 -0.59 1.35
H -1.53 -1.83 2.10
C 1.64 0.87 -1.66
C 0.85 0.76 -0.39
C -0.81 0.30 -0.76
C 1.24 1.38 0.73
C -1.85 1.19 -0.65
H -0.66 -0.14 -1.75
H 1.15 1.54 -2.37
H 2.65 1.25 -1.47
H 1.74 -0.10 -2.15
H 0.69 1.33 1.66
H 2.17 1.95 0.77
H -2.11 1.65 0.29
H -2.25 1.63 -1.56
*
```


In kJ/mol, relative to the most stable structure: #i 0.0; #ii 180.7.


#i
C3H6BrN3 | ωB97M-V with the def2-TZVPD basis set

## Properties
frontier orbital gap = 10.758 eV
SMILES string = Cn1ccnn1.Br

Geometry as ORCA input:
```
! RIJCOSX wB97M-V def2-TZVPD def2/J DEFGRID3
* xyz 0 1
C 0.67 -1.04 -0.84
C -0.42 -0.22 -0.99
C -1.85 0.93 0.72
N 0.90 -1.19 0.48
N -0.80 0.07 0.28
N 0.01 -0.54 1.14
Br 4.25 0.35 -0.19
H 1.29 -1.51 -1.57
H -0.93 0.16 -1.85
H 3.22 -0.47 0.31
H -1.83 0.95 1.81
H -1.69 1.94 0.33
H -2.82 0.57 0.38
*
```


#ii
C3H6BrN3 | ωB97M-V with the def2-TZVPD basis set

## Properties
frontier orbital gap (alpha / beta) = 7.623 / 5.458 eV

Geometry as ORCA input:
```
! RIJCOSX wB97M-V def2-TZVPD def2/J DEFGRID3
* xyz 0 1
C 0.14 -1.88 -0.38
C 0.88 -0.59 -0.63
C 0.06 1.64 0.65
N -0.76 -1.71 0.50
N 0.26 0.24 0.45
N -0.78 -0.47 0.93
Br -2.97 0.42 -0.80
H 0.43 -2.83 -0.72
H 1.88 -0.65 -0.40
H 0.59 -0.01 -1.65
H 1.00 2.07 0.68
H -0.30 2.19 -0.25
H -0.43 1.61 1.62
*
```


In kJ/mol, relative to the most stable structure: #i 0.0; #ii 310.4.


#i
C6H15NOS3 | ωB97M-V with the def2-TZVPD basis set

## Properties
frontier orbital gap = 9.253 eV
SMILES string = CCN(CC)[C@@H](S)OSSC

Geometry as ORCA input:
```
! RIJCOSX wB97M-V def2-TZVPD def2/J DEFGRID3
* xyz 0 1
C 0.96 -1.46 0.09
C -1.35 1.18 -1.16
C -2.04 -1.11 1.25
C 3.87 1.86 -0.87
C -0.70 -0.18 -1.13
C -0.78 -0.38 1.35
N 0.08 -0.41 0.16
O 2.07 -1.15 -0.71
S 0.25 -3.01 -0.70
S 3.52 -1.06 0.11
S 3.53 0.87 0.73
H -0.67 1.87 -0.69
H -1.56 1.37 -2.18
H -2.39 1.12 -0.78
H -1.86 -2.12 0.95
H -2.54 -1.05 2.20
H -2.69 -0.71 0.41
H 3.14 2.64 -1.09
H 4.96 2.28 -0.81
H 3.69 1.16 -1.63
H -1.36 -1.02 -1.47
H 0.00 -0.30 -1.91
H -0.95 0.74 1.54
H -0.10 -0.76 2.08
H 0.14 -2.46 -1.91
H 1.17 -1.95 1.00
*
```


#ii
C6H15NOS3 | ωB97M-V with the def2-TZVPD basis set

## Properties
frontier orbital gap = 9.224 eV
SMILES string = CCN(CC)SSC.O=CS

Geometry as ORCA input:
```
! RIJCOSX wB97M-V def2-TZVPD def2/J DEFGRID3
* xyz 0 1
C -2.27 -1.33 0.43
C 2.35 -1.30 -1.07
C 0.14 2.23 -1.76
C -0.58 0.83 3.21
C 0.93 -0.89 -1.42
C -0.56 1.06 -1.07
N 0.36 0.09 -0.50
O -2.51 -0.45 1.20
S -1.44 -2.83 0.81
S 1.26 0.63 0.80
S 0.57 -0.37 2.46
H 2.69 -2.06 -1.77
H 3.02 -0.44 -1.12
H 2.39 -1.71 -0.07
H -0.60 2.93 -2.14
H 0.78 2.74 -1.04
H 0.75 1.88 -2.59
H -0.03 1.72 3.49
H -1.37 1.05 2.51
H -0.98 0.34 4.10
H 0.91 -0.48 -2.44
H 0.28 -1.78 -1.41
H -1.19 1.44 -0.26
H -1.21 0.53 -1.78
H -1.13 -2.51 2.06
H -2.56 -1.33 -0.63
*
```


In kJ/mol, relative to the most stable structure: #i 144.5; #ii 0.0.


#i
CH4S3 | ωB97M-V with the def2-TZVPD basis set

## Properties
frontier orbital gap = 7.527 eV

Geometry as ORCA input:
```
! RIJCOSX wB97M-V def2-TZVPD def2/J DEFGRID3
* xyz 0 1
C 0.34 -1.49 -0.10
S -0.07 1.66 -0.32
S 0.10 -0.17 1.22
S -1.69 2.51 -0.85
H -0.65 -1.62 -0.55
H 0.60 -2.36 0.48
H 1.00 -1.00 -0.80
H 0.39 2.48 0.92
*
```


#ii
CH4S3 | ωB97M-V with the def2-TZVPD basis set

## Properties
frontier orbital gap (alpha / beta) = 7.126 / 7.122 eV

Geometry as ORCA input:
```
! RIJCOSX wB97M-V def2-TZVPD def2/J DEFGRID3
* xyz 0 1
C -1.29 0.29 0.08
S 2.20 1.32 -0.31
S 2.01 -1.96 -0.54
S 2.42 -0.47 0.54
H -1.16 -0.42 -0.85
H -2.18 0.73 -0.20
H -1.54 -0.43 0.92
H -0.45 0.93 0.36
*
```


In kJ/mol, relative to the most stable structure: #i 67.9; #ii 0.0.


#i
C2H8S2 | ωB97M-V with the def2-TZVPD basis set

## Properties
frontier orbital gap = 9.801 eV
SMILES string = CS.CS

Geometry as ORCA input:
```
! RIJCOSX wB97M-V def2-TZVPD def2/J DEFGRID3
* xyz 0 1
C -1.55 2.36 -0.27
S -2.10 0.98 0.83
H -0.48 2.48 -0.12
H -2.09 3.26 0.01
H -1.71 2.08 -1.30
H -1.60 0.10 0.00
C 1.12 -1.92 0.31
S 2.72 -2.43 -0.46
H 0.33 -2.43 -0.25
H 0.94 -0.86 0.40
H 1.12 -2.38 1.29
H 3.29 -1.25 -0.43
*
```


#ii
C2H8S2 | ωB97M-V with the def2-TZVPD basis set

## Properties
frontier orbital gap = 9.601 eV
SMILES string = CCS.S

Geometry as ORCA input:
```
! RIJCOSX wB97M-V def2-TZVPD def2/J DEFGRID3
* xyz 0 1
S -0.84 2.47 1.13
H -1.77 1.99 0.26
H -1.21 1.53 2.13
C 0.54 -1.25 0.54
C 0.79 -0.49 -0.68
S -0.94 0.03 -1.47
H 1.31 -2.04 0.74
H -0.44 -1.79 0.43
H 0.42 -0.69 1.44
H 1.42 0.41 -0.59
H 1.25 -1.13 -1.46
H -0.53 0.96 -2.47
*
```


#iii
C2H8S2 | ωB97M-V with the def2-TZVPD basis set

## Properties
frontier orbital gap = 8.883 eV
SMILES string = CSS.C

Geometry as ORCA input:
```
! RIJCOSX wB97M-V def2-TZVPD def2/J DEFGRID3
* xyz 0 1
C -5.30 -0.34 -0.08
H -5.32 0.29 0.81
H -6.32 -0.47 -0.42
H -4.72 0.19 -0.84
H -4.83 -1.31 0.03
C 0.17 -0.75 -1.18
S 0.77 0.75 -0.25
S 2.31 -0.05 0.95
H 0.49 -0.84 -2.21
H 0.62 -1.68 -0.80
H -0.82 -0.76 -0.71
H 2.82 -0.88 0.02
*
```


In kJ/mol, relative to the most stable structure: #i 0.0; #ii 20.0; #iii 29.6.


#i
C7H8N2O2 | ωB97M-V with the def2-TZVPD basis set

## Properties
frontier orbital gap = 8.718 eV
SMILES string = C[C@]12N=CC=C[C@H]1OC(=O)N2

Geometry as ORCA input:
```
! RIJCOSX wB97M-V def2-TZVPD def2/J DEFGRID3
* xyz 0 1
C 1.05 1.83 -0.47
C 0.65 1.56 0.79
C 0.83 0.83 -1.50
C -2.22 -0.07 -0.25
C -0.30 0.45 1.04
C -0.09 -0.87 -0.15
C 0.92 -1.74 0.62
N 0.41 -0.37 -1.34
N -1.49 -1.20 -0.31
O -3.26 0.10 -0.87
O -1.62 0.89 0.55
H 1.47 2.73 -0.80
H 1.14 2.10 1.58
H 1.18 1.15 -2.47
H -0.29 0.13 2.10
H 1.07 -2.63 0.22
H 0.43 -1.91 1.57
H 1.81 -1.13 0.73
H -1.68 -1.85 -1.04
*
```


#ii
C7H8N2O2 | ωB97M-V with the def2-TZVPD basis set

## Properties
frontier orbital gap = 6.324 eV

Geometry as ORCA input:
```
! RIJCOSX wB97M-V def2-TZVPD def2/J DEFGRID3
* xyz 0 1
C 1.91 0.55 -0.61
C 0.66 0.17 -0.24
C 0.13 -1.07 -0.10
C -1.19 -1.41 -0.01
C -2.06 -0.47 0.20
C -1.65 0.81 0.27
C -0.42 1.13 0.10
H 3.56 -0.96 1.61
H 1.86 -1.67 0.61
H 2.04 1.53 -1.20
H 0.86 -1.91 -0.13
H -1.86 -2.16 -0.65
H -4.02 -0.03 -0.27
H -2.21 1.66 0.44
H -0.48 2.99 1.35
N 3.03 -1.24 0.49
N 3.00 -0.18 -0.30
O -3.41 -0.82 -0.15
O 0.13 2.35 0.05
*
```


#iii
C7H8N2O2 | ωB97M-V with the def2-TZVPD basis set

## Properties
frontier orbital gap = 9.825 eV
SMILES string = C#C[C@@H]1CN1.C#CC(=O)NO

Geometry as ORCA input:
```
! RIJCOSX wB97M-V def2-TZVPD def2/J DEFGRID3
* xyz 0 1
C 1.08 1.06 -0.40
C 2.24 0.73 -0.40
C 3.64 0.35 -0.44
C 4.05 -1.08 -0.41
C -2.10 -0.46 0.45
C -2.22 0.99 0.35
C -2.24 2.19 0.32
H 0.05 1.31 -0.35
H 4.28 1.02 -1.01
H 4.92 -1.36 -0.99
H 3.28 -1.85 -0.32
H 5.16 0.05 0.88
H -4.10 -0.37 -1.63
H -3.12 -2.13 -0.06
H -2.26 3.26 0.29
N 4.20 -0.24 0.77
N -2.98 -1.17 -0.35
O -4.18 -0.55 -0.68
O -1.26 -1.03 1.12
*
```


In kJ/mol, relative to the most stable structure: #i 0.0; #ii 759.8; #iii 489.8.


#i
CHClS2 | ωB97M-V with the def2-TZVPD basis set

## Properties
frontier orbital gap = 9.586 eV

Geometry as ORCA input:
```
! RIJCOSX wB97M-V def2-TZVPD def2/J DEFGRID3
* xyz 0 1
C -1.47 -0.36 0.07
S -0.92 -1.77 0.39
S -2.08 1.05 -0.18
Cl 1.35 1.15 -0.23
H 1.96 1.35 0.78
*
```


#ii
CHClS2 | ωB97M-V with the def2-TZVPD basis set

## Properties
frontier orbital gap = 9.585 eV

Geometry as ORCA input:
```
! RIJCOSX wB97M-V def2-TZVPD def2/J DEFGRID3
* xyz 0 1
C -4.90 0.20 0.25
S -4.80 1.68 -0.19
S -4.97 -1.35 0.51
Cl 0.30 0.38 -0.72
H 1.25 0.87 -1.50
*
```


In kJ/mol, relative to the most stable structure: #i 7.6; #ii 0.0.


#i
C36H72O9 | ωB97M-V with the def2-TZVPD basis set

## Properties
frontier orbital gap = 9.693 eV
SMILES string = C1CCOC1.C1CCOC1.C1CCOC1.C1CCOC1.C1CCOC1.C1CCOC1.C1CCOC1.C1CCOC1.C1CCOC1

Geometry as ORCA input:
```
! RIJCOSX wB97M-V def2-TZVPD def2/J DEFGRID3
* xyz 0 1
C -1.05 1.41 5.92
C -0.28 0.61 4.94
C -0.55 1.31 3.60
O -1.31 2.39 3.94
C -1.23 2.73 5.27
H -0.58 1.48 6.93
H -1.95 0.98 6.11
H -0.77 -0.23 4.93
H 0.82 0.39 5.09
H -1.00 0.76 2.89
H 0.40 1.66 3.08
H -2.15 3.21 5.69
H -0.29 3.32 5.37
C 2.78 -2.00 2.34
C 4.39 -2.33 2.50
C 4.32 -3.78 2.98
O 2.88 -4.00 3.24
C 2.05 -3.34 2.39
H 2.68 -1.24 1.47
H 2.61 -1.69 3.32
H 4.52 -1.46 3.18
H 4.99 -2.20 1.62
H 4.89 -4.06 4.00
H 4.54 -4.43 2.31
H 1.08 -3.15 2.72
H 1.93 -3.71 1.46
C -1.15 -3.16 -6.27
C -1.68 -2.41 -5.07
C -1.61 -3.34 -3.78
O -1.31 -4.62 -4.40
C -0.48 -4.44 -5.54
H -0.41 -2.69 -6.66
H -1.93 -3.47 -6.83
H -2.73 -2.35 -5.54
H -1.41 -1.51 -5.14
H -2.67 -3.41 -3.33
H -0.92 -3.00 -3.08
H -0.34 -5.38 -6.23
H 0.56 -4.18 -5.22
C -2.48 4.00 0.30
C -1.50 3.86 1.48
C -2.27 4.41 2.61
O -3.20 5.31 1.99
C -3.71 4.67 0.77
H -2.99 3.07 0.02
H -1.99 4.57 -0.33
H -0.75 4.51 1.40
H -1.02 2.83 1.48
H -1.55 4.85 3.33
H -2.72 3.62 3.14
H -4.32 5.25 0.09
H -4.48 3.87 0.98
C 0.06 0.10 -0.17
C 0.98 -0.66 -0.98
C 1.18 -1.87 -0.17
O 0.35 -1.78 0.94
C 0.14 -0.43 1.23
H -0.89 0.02 -0.66
H 0.06 1.24 -0.23
H 2.01 -0.11 -1.15
H 0.47 -0.90 -2.02
H 2.21 -2.01 0.02
H 1.19 -2.84 -0.70
H 0.88 0.05 2.01
H -0.71 -0.47 1.68
C 1.52 2.74 -2.42
C 1.26 4.11 -1.78
C 2.35 4.99 -2.40
O 3.34 4.13 -2.76
C 2.74 3.02 -3.34
H 0.66 2.37 -2.97
H 2.03 2.06 -1.52
H 1.45 4.34 -0.76
H 0.27 4.49 -1.97
H 2.85 5.61 -1.50
H 2.08 5.51 -3.19
H 3.48 2.08 -3.80
H 2.40 3.34 -4.16
C 3.82 4.04 1.75
C 4.28 2.79 0.87
C 3.48 1.63 1.44
O 2.38 2.32 2.26
C 3.05 3.42 2.77
H 3.00 4.45 1.14
H 4.54 4.66 2.05
H 5.35 2.76 0.98
H 4.17 2.96 -0.18
H 4.17 1.12 1.99
H 3.11 0.99 0.71
H 3.64 3.11 3.79
H 2.34 4.09 3.22
C -0.59 -5.15 -0.93
C -0.61 -5.18 0.64
C -1.27 -6.71 0.85
O -1.59 -7.15 -0.55
C -1.70 -6.07 -1.36
H 0.38 -5.72 -1.24
H -0.86 -4.21 -1.30
H -1.20 -4.58 1.12
H 0.28 -5.10 1.23
H -2.23 -6.37 1.40
H -0.62 -7.20 1.56
H -2.65 -5.66 -1.33
H -1.68 -6.58 -2.24
C -4.09 1.40 -2.89
C -5.08 0.37 -2.46
C -4.31 -1.04 -2.64
O -3.01 -0.56 -2.45
C -2.70 0.79 -2.84
H -4.21 2.20 -2.19
H -4.58 1.95 -3.92
H -5.82 0.43 -3.11
H -5.27 0.49 -1.51
H -4.14 -1.41 -3.78
H -4.52 -1.80 -1.78
H -2.25 0.51 -3.69
H -1.96 1.32 -2.07
*
```


#ii
C36H72O9 | ωB97M-V with the def2-TZVPD basis set

## Properties
frontier orbital gap = 8.502 eV

Geometry as ORCA input:
```
! RIJCOSX wB97M-V def2-TZVPD def2/J DEFGRID3
* xyz 0 1
C 0.98 -0.82 0.56
C 0.03 0.11 -0.05
C -0.64 -0.77 -1.14
O 0.30 -1.84 -1.39
C 1.49 -1.70 -0.65
H 0.39 -1.49 1.20
H 1.79 -0.40 1.16
H 0.53 0.98 -0.47
H -0.72 0.42 0.68
H -0.90 -0.30 -2.09
H -1.53 -1.18 -0.68
H 2.29 -1.27 -1.24
H 1.78 -2.69 -0.29
C -0.05 -1.57 3.22
C 1.34 -1.93 2.83
C 1.79 -2.87 4.00
O 0.69 -3.00 4.83
C -0.52 -2.74 4.13
H -0.68 -1.32 2.36
H -0.03 -0.77 3.95
H 1.92 -1.00 2.82
H 1.44 -2.42 1.86
H 2.63 -2.45 4.56
H 1.99 -3.89 3.67
H -1.35 -2.48 4.79
H -0.79 -3.61 3.52
C 1.31 1.14 -2.86
C 1.56 2.28 -1.94
C 0.62 3.30 -2.56
O 0.90 3.12 -3.97
C 1.10 1.72 -4.27
H 0.41 0.59 -2.57
H 2.14 0.44 -2.77
H 2.57 2.69 -2.05
H 1.45 1.99 -0.90
H 0.72 4.34 -2.25
H -0.46 3.14 -2.49
H 2.03 1.63 -4.83
H 0.21 1.31 -4.76
C 3.26 -3.11 0.17
C 3.27 -1.85 1.10
C 3.94 -2.29 2.37
O 4.99 -3.18 1.82
C 4.38 -3.98 0.79
H 3.64 -2.85 -0.82
H 2.33 -3.64 -0.04
H 2.23 -1.60 1.28
H 3.74 -0.98 0.62
H 3.37 -2.91 3.06
H 4.35 -1.45 2.93
H 3.99 -4.89 1.25
H 5.10 -4.26 0.03
C -0.27 2.76 0.33
C -1.37 3.42 -0.50
C -1.99 4.35 0.58
O -1.93 3.61 1.76
C -0.86 2.68 1.75
H 0.59 3.41 0.24
H -0.05 1.82 -0.18
H -2.10 2.68 -0.85
H -1.04 4.05 -1.32
H -2.93 4.87 0.44
H -1.35 5.22 0.70
H -1.35 1.72 1.90
H -0.11 2.84 2.53
C 5.32 1.71 -0.97
C 4.99 0.24 -1.23
C 3.69 0.23 -1.88
O 3.01 1.40 -1.37
C 3.98 2.44 -1.08
H 5.97 2.04 -1.78
H 5.74 1.84 0.02
H 4.93 -0.26 -0.26
H 5.71 -0.29 -1.85
H 3.09 -0.67 -1.71
H 3.85 0.31 -2.96
H 3.70 2.82 -0.10
H 4.05 3.23 -1.83
C -3.45 -0.14 -0.29
C -2.47 0.74 0.31
C -3.33 1.61 1.19
O -4.43 0.81 1.65
C -4.53 -0.36 0.80
H -2.97 -1.08 -0.57
H -3.90 0.33 -1.16
H -1.94 1.33 -0.43
H -1.76 0.17 0.91
H -3.64 2.49 0.63
H -2.78 1.98 2.06
H -5.53 -0.40 0.38
H -4.24 -1.29 1.29
C -3.97 2.24 -2.30
C -3.57 1.08 -3.14
C -2.18 0.75 -2.68
O -1.79 1.99 -2.18
C -2.73 3.09 -2.32
H -4.19 1.99 -1.26
H -4.84 2.75 -2.71
H -3.61 1.33 -4.20
H -4.19 0.18 -3.03
H -1.55 0.52 -3.53
H -2.12 -0.02 -1.90
H -2.54 3.58 -3.27
H -2.72 3.86 -1.55
C -2.35 -2.61 2.34
C -3.10 -3.83 1.87
C -3.61 -3.34 0.53
O -2.52 -2.58 0.00
C -1.84 -1.96 1.08
H -1.57 -2.91 3.04
H -2.92 -1.91 2.94
H -3.97 -4.03 2.49
H -2.45 -4.70 1.77
H -4.50 -2.72 0.55
H -3.87 -4.12 -0.18
H -2.10 -0.90 1.08
H -0.77 -2.13 0.96
*
```


In kJ/mol, relative to the most stable structure: #i 0.0; #ii 1107.0.